Entry 1:
Computed, not measured: 8 unconnected molecules or ions with the total composition C7H27NO7, with ωB97M-V with the def2-TZVPD basis set.

Calculated values
* energy relative to the best compared isomer or geometry (same formula, charge and spin): 1.990 eV
* SMILES: C/C=C/C(N)=C/CC.O.O.O.O.O.O.O
* frontier orbital gap: 8.3428 eV
* total charge: 0
* highest occupied orbital energy: -8.147 eV

Last column: natural (NBO) charge in e.
CARTESIAN COORDINATES (ANGSTROEM)
C (-0.84211, 3.39028, -1.22548)  -0.61
C (-0.30339, 3.31882, 0.26005)  -0.44
N (-0.19714, 1.87155, 3.01927)  -0.79
C (-0.04093, 1.27476, 1.80017)  0.14
C (0.20733, 1.87203, 0.60815)  -0.31
C (1.10297, -2.26595, 2.89261)  -0.64
C (1.04950, -0.80279, 2.47391)  -0.09
C (0.00418, -0.20226, 1.86481)  -0.28
H (0.06791, 3.37569, -1.83111)  0.20
H (-1.50443, 2.57583, -1.46351)  0.20
H (-1.53317, 4.21916, -1.38014)  0.21
H (-1.04362, 3.73979, 0.86812)  0.19
H (0.60925, 3.88168, 0.34144)  0.21
H (-0.69749, 2.75754, 2.96295)  0.38
H (-0.67333, 1.06569, 3.57251)  0.39
H (0.72400, 1.44195, -0.30036)  0.19
H (1.64097, -2.34711, 3.73463)  0.21
H (1.50792, -2.86500, 2.13431)  0.22
H (0.09960, -2.68195, 3.09989)  0.21
H (1.81705, -0.22224, 2.80846)  0.19
H (-0.88627, -0.75491, 1.60177)  0.21
H (-2.52434, -2.68645, -0.38125)  0.47
H (-2.35341, -1.97621, 0.96616)  0.48
O (-2.58539, -2.77969, 0.53348)  -0.95
H (0.97838, 2.27232, -3.75740)  0.49
H (1.28199, 1.76925, -2.21850)  0.48
O (1.09182, 1.50988, -3.14994)  -0.96
H (3.69882, -2.01826, 1.08481)  0.45
H (2.98253, -1.94576, -0.25415)  0.49
O (3.43091, -1.39015, 0.44234)  -0.98
H (0.09454, -1.61438, -2.83584)  0.48
H (0.00854, -2.72485, -3.77297)  0.48
O (0.61527, -2.33364, -3.14542)  -0.96
H (2.32666, -2.46278, -2.00351)  0.50
H (1.32848, -3.20220, -1.05172)  0.49
O (2.35781, -3.11494, -1.22818)  -0.95
H (-3.28131, 0.02478, 0.71712)  0.47
H (-2.10719, 0.86828, 0.48148)  0.48
O (-2.41456, 0.03626, 0.26242)  -0.95
H (-2.68093, -0.47476, -2.45875)  0.48
H (-1.35992, 0.12073, -3.06406)  0.49
O (-1.99750, -0.51996, -3.00856)  -0.97

Force components x, y, z for each atom (eV/Å):
0.60 0.02 1.50
1.53 -1.83 -1.66
-2.21 -1.70 1.49
1.76 -0.85 -3.33
-1.57 1.63 -0.78
-3.13 1.43 -2.23
-3.38 -1.73 -0.75
1.88 -0.90 1.69
-0.76 0.31 -0.50
0.19 -0.95 -0.05
0.74 0.63 -0.10
-0.97 0.30 1.50
0.11 1.12 -0.11
0.04 -0.18 0.48
0.77 2.64 -0.40
-1.02 -0.40 1.52
2.13 -0.43 3.05
0.85 -0.90 -1.11
0.29 0.34 -0.16
2.20 1.59 0.60
0.21 0.05 -0.16
0.32 0.66 -2.16
0.38 0.97 -0.11
-0.67 -1.83 2.19
0.27 -0.48 1.19
-0.19 0.23 -1.47
-0.06 -0.02 0.13
0.47 -0.86 0.89
0.50 0.33 0.92
-0.61 0.78 -1.26
-0.68 1.23 0.60
0.01 -0.40 -0.36
0.35 -0.65 -0.39
0.00 -1.59 1.20
3.16 0.14 -0.60
-3.24 1.01 -0.99
0.41 -0.26 -0.52
1.71 2.91 0.54
-2.61 -2.49 -0.33
-3.74 1.26 3.84
1.73 2.95 0.53
2.26 -4.09 -4.33

=====

Entry 2:
Computed, not measured: a molecular structure, C7H28Al3O15P2, with ωB97M-V with the def2-TZVPD basis set.

Calculated values
* frontier orbital gap: 2.8912 eV
* total charge: +3
* highest occupied orbital energy: -18.252 eV

Last column: natural (NBO) charge in e.
CARTESIAN COORDINATES (ANGSTROEM)
Al (2.30974, -1.97216, 3.02417)  1.11
Al (-0.42767, 1.80697, 3.45222)  1.24
Al (3.89002, 1.93376, 1.35377)  1.12
P (0.86286, 0.06790, 0.59673)  2.55
O (2.28348, -0.45179, 0.68458)  -1.07
O (0.06595, -0.51976, 1.75420)  -1.22
O (0.32996, -0.18345, -0.84501)  -1.14
O (1.11249, 1.57706, 0.89796)  -0.96
P (2.90852, 1.02187, 4.70385)  2.41
O (2.23781, 0.84193, 3.33271)  -1.16
O (3.91919, 2.15934, 4.36939)  -0.56
O (3.40105, -0.30908, 5.14054)  -0.81
O (1.77064, 1.80198, 5.41706)  -0.62
C (0.16381, 1.60995, -3.67383)  -0.27
O (0.57307, 1.94752, -2.32655)  -0.55
H (-0.77100, 1.03782, -3.67632)  0.21
H (0.12144, 2.57577, -4.16678)  0.24
H (0.99640, 1.00002, -4.04926)  0.21
H (0.67605, 1.08605, -1.84170)  0.51
C (0.87842, -3.25532, -2.50739)  -0.27
O (0.88019, -2.78610, -1.16238)  -0.55
H (-0.13189, -3.47477, -2.85442)  0.23
H (1.32008, -2.46655, -3.14387)  0.20
H (1.60524, -4.05734, -2.60376)  0.23
H (0.50991, -1.87175, -1.17522)  0.50
C (-3.72482, -0.27504, 2.36167)  -0.27
O (-2.49802, 0.41228, 2.13629)  -0.73
H (-4.35692, -0.37250, 1.47430)  0.21
H (-3.48796, -1.21398, 2.86939)  0.18
H (-4.35383, 0.25856, 3.07601)  0.22
H (-1.91274, -0.14620, 1.60819)  0.50
C (-1.61890, 3.55394, -0.64627)  -0.27
O (-1.33232, 2.68508, 0.45602)  -0.66
H (-1.52918, 3.05577, -1.61873)  0.20
H (-2.65154, 3.89518, -0.58033)  0.22
H (-0.95594, 4.41649, -0.56108)  0.21
H (-0.38961, 2.46313, 0.33396)  0.49
C (-1.43735, -3.39308, 1.09145)  -0.26
O (-0.44682, -3.00580, 1.99360)  -0.56
H (-2.43723, -3.01953, 1.31964)  0.23
H (-1.19672, -3.00919, 0.07449)  0.24
H (-1.43280, -4.46431, 0.89189)  0.25
H (-0.54197, -2.01527, 2.01425)  0.51
C (-2.95141, 0.17267, -1.32828)  -0.27
O (-2.26419, -0.93527, -0.85223)  -0.58
H (-2.59416, 0.42214, -2.34182)  0.21
H (-4.02910, 0.00233, -1.34618)  0.23
H (-2.87576, 1.04690, -0.65052)  0.24
H (-1.29930, -0.74672, -0.90009)  0.51
C (3.46931, 0.30556, -2.29620)  -0.26
O (4.12459, -0.06541, -1.09682)  -0.56
H (2.84876, -0.53009, -2.64444)  0.21
H (2.76680, 1.12831, -2.03086)  0.21
H (4.20728, 0.69607, -2.98891)  0.25
H (3.41608, -0.44189, -0.51913)  0.51

Force components x, y, z for each atom (eV/Å):
-0.06 0.88 -0.46
0.43 -0.69 -1.10
-0.89 -0.48 0.26
-0.42 -0.13 0.36
1.77 -0.89 0.34
-0.69 0.17 -0.56
-0.22 0.11 1.07
0.12 0.49 -0.01
-0.87 0.99 -1.33
-1.06 -1.09 -2.63
-0.24 -0.37 1.43
0.35 0.28 1.01
1.43 -0.03 1.04
1.30 0.85 1.19
-0.26 -0.89 -0.29
-0.04 0.03 -0.08
-0.35 -0.29 -0.43
-0.38 -0.14 -0.53
-0.30 0.40 -0.01
1.16 0.43 0.20
-0.62 0.12 -0.39
-0.01 -0.15 -0.11
-0.40 0.17 -0.11
-0.50 -0.44 0.22
0.12 -0.22 0.17
-0.45 -0.36 1.26
0.33 0.87 -0.04
0.48 -0.22 -0.23
-0.36 -0.26 -0.45
0.35 0.38 -0.06
0.01 0.04 0.05
-0.55 0.58 0.54
0.11 -0.30 -0.71
0.45 -0.10 0.08
0.03 -0.05 0.27
0.01 0.03 -0.47
-0.07 -0.02 0.24
0.56 -0.88 -0.23
-0.96 0.26 -0.25
-0.01 0.21 0.14
0.25 0.46 -0.42
0.09 -0.10 0.53
0.45 -0.23 0.33
-0.77 0.16 0.01
0.07 -0.22 0.16
0.08 0.38 0.15
0.14 -0.52 -0.14
0.66 0.18 -0.05
-0.14 0.20 -0.12
0.41 0.27 1.04
-0.55 0.30 -0.14
0.08 0.06 -0.29
-0.25 0.14 -0.33
-0.07 -0.24 -0.20
0.25 -0.13 0.11

=====

Entry 3:
Computed, not measured: 7 unconnected molecules or ions with the total composition C7H28N14O7, with ωB97M-V with the def2-TZVPD basis set.

Calculated values
* energy relative to the best compared isomer or geometry (same formula, charge and spin): 0.649 eV
* frontier orbital gap (spin up / spin down): 2.0888 / 9.5804 eV
* expectation value of S²: 0.750
* total charge: -1
* spin multiplicity: 2
* highest occupied orbital energy (spin up / spin down): 0.494 / -7.105 eV

Last column: natural (NBO) charge in e.
CARTESIAN COORDINATES (ANGSTROEM)
C (-9.20730, 4.52817, -1.19404)  0.72
O (-9.34847, 5.64484, -0.70080)  -0.68
N (-10.18046, 3.62431, -1.19288)  -0.87
N (-8.04875, 4.07413, -1.59181)  -0.83
H (-10.96980, 3.98413, -0.67559)  0.45
H (-10.15744, 2.93103, -1.92699)  0.38
H (-7.20674, 4.63003, -1.54622)  0.40
H (-7.95457, 3.08533, -1.77490)  0.37
C (-13.74743, 5.34281, -0.06467)  0.75
O (-13.14926, 4.27877, -0.22978)  -0.77
N (-14.61797, 5.71683, 0.82705)  -0.84
N (-13.46916, 6.41178, -0.78862)  -0.84
H (-14.61214, 5.02741, 1.56512)  0.40
H (-14.92867, 6.64540, 1.07469)  0.42
H (-13.08216, 6.15742, -1.68619)  0.38
H (-13.95779, 7.27312, -0.59003)  0.42
C (-13.42012, 9.65934, -1.24315)  0.48
O (-14.25122, 9.10472, -0.59004)  -0.74
N (-12.42883, 10.38030, -0.88535)  -0.88
N (-13.31725, 9.29954, -2.53300)  -1.01
H (-12.54453, 10.66639, 0.07634)  0.39
H (-11.72148, 10.64074, -1.55761)  0.36
H (-12.74276, 9.75005, -3.23092)  0.32
H (-14.10429, 8.77598, -2.88876)  0.37
C (-18.28690, 7.79660, 1.33768)  0.73
O (-17.83246, 8.58613, 2.11155)  -0.70
N (-17.84174, 7.54297, 0.09821)  -0.88
N (-19.27068, 7.03896, 1.50408)  -0.79
H (-18.22005, 6.77645, -0.43977)  0.36
H (-17.05789, 8.09965, -0.21129)  0.41
H (-19.78173, 7.00443, 2.37455)  0.40
H (-19.49938, 6.39005, 0.76468)  0.37
C (-16.10547, 3.42071, 2.99205)  0.76
O (-16.92142, 4.27066, 3.07309)  -0.68
N (-14.74754, 3.57816, 3.10016)  -0.89
N (-16.33647, 2.32171, 2.41865)  -0.81
H (-14.17407, 2.82550, 2.74697)  0.38
H (-14.38543, 4.43922, 3.48430)  0.44
H (-15.56400, 1.73161, 2.14446)  0.38
H (-17.30448, 2.12758, 2.20562)  0.40
C (-16.00068, 2.08423, -1.34686)  0.73
O (-16.75499, 1.10437, -1.54597)  -0.73
N (-16.48469, 3.26093, -1.06237)  -0.83
N (-14.75932, 2.13063, -1.54121)  -0.82
H (-17.45555, 3.53774, -1.09286)  0.40
H (-15.79540, 3.99544, -1.13629)  0.37
H (-14.16970, 2.88319, -1.21549)  0.43
H (-14.28063, 1.31280, -1.89065)  0.39
C (-14.96942, 7.01086, 4.26119)  0.76
O (-14.49977, 5.91311, 4.63448)  -0.74
N (-14.45419, 7.80643, 3.38049)  -0.84
N (-16.08507, 7.46698, 4.70400)  -0.81
H (-14.77761, 8.74036, 3.17245)  0.40
H (-13.52106, 7.54729, 3.09378)  0.41
H (-16.41242, 8.15221, 4.03811)  0.41
H (-16.61710, 6.75570, 5.18474)  0.41

Force components x, y, z for each atom (eV/Å):
-0.74 2.58 2.20
0.06 0.01 -0.29
-0.93 -0.83 -0.06
3.45 -1.50 -1.73
-0.90 -0.59 -0.63
-0.79 0.05 0.44
-0.49 0.00 0.01
0.21 0.33 0.07
1.75 2.56 -1.48
-0.61 -1.61 0.34
-2.20 -2.62 4.01
1.26 0.11 -2.52
-0.84 0.22 0.57
0.31 -0.09 -0.47
0.21 0.96 -0.05
0.22 0.36 -0.76
0.35 -2.24 -4.18
-2.93 -0.60 3.34
1.81 2.57 2.93
-0.78 -0.87 -2.47
1.05 0.55 -0.02
0.13 0.37 0.45
0.06 0.21 0.17
0.06 0.04 -0.09
2.90 1.11 -2.17
1.21 1.94 1.86
2.34 1.11 -1.96
-6.57 -4.23 2.49
0.62 0.51 -0.13
0.01 -0.34 -0.43
0.22 -0.09 -0.23
-0.39 0.07 0.76
4.11 2.56 -0.71
-2.86 3.27 1.82
0.63 0.43 0.77
-2.07 -6.37 -2.16
0.26 0.65 0.40
0.25 -0.05 0.45
-0.86 -0.27 -0.10
0.45 -0.34 -0.33
-6.13 -2.85 -1.11
0.87 0.12 0.39
-1.11 4.06 1.25
6.91 -1.41 -1.05
0.33 -0.62 0.05
-0.64 0.41 0.24
0.14 0.21 0.16
-0.27 0.09 0.26
1.38 -3.69 1.45
0.44 0.86 -0.47
3.54 1.39 -3.06
-3.08 1.07 1.66
0.05 -0.27 0.05
-0.08 0.38 -0.26
-1.68 -0.17 0.65
-0.63 0.52 -0.33